1.
{
  "formula": "C23H40LuN4O5",
  "method": "the ωB97M-V functional and the def2-TZVPD basis",
  "elements": ["Lu", "O", "O", "O", "O", "O", "N", "N", "N", "N", "C", "C", "C", "C", "C", "C", "C", "C", "C", "C", "C", "C", "C", "C", "C", "C", "C", "C", "C", "C", "C", "C", "C", "H", "H", "H", "H", "H", "H", "H", "H", "H", "H", "H", "H", "H", "H", "H", "H", "H", "H", "H", "H", "H", "H", "H", "H", "H", "H", "H", "H", "H", "H", "H", "H", "H", "H", "H", "H", "H", "H", "H", "H"],
  "positions_angstrom": [[0.35343, -2.02094, -0.85563], [1.72088, -0.27651, -1.73871], [-0.39091, -1.26902, -4.14215], [2.82260, -4.11411, -0.95293], [1.02153, -4.05492, 0.92449], [-1.13836, -3.00911, 0.34492], [1.90200, -3.43779, -1.76405], [-1.12671, -0.11781, -0.78550], [0.88326, -0.68117, 0.91029], [0.33581, -2.11026, -3.24417], [-2.71986, 2.20786, -0.56226], [-0.84976, 0.81923, 0.17957], [1.21488, -2.87646, -3.90508], [-3.67234, 3.42404, -0.43254], [1.53005, 3.26095, 4.19787], [1.92563, 1.13569, 5.46641], [1.72468, 1.02374, 2.97772], [-3.78571, 4.12775, -1.79532], [0.65259, 1.38066, 2.14888], [-1.60765, 2.00548, 0.26107], [1.28813, -2.90200, -5.38000], [3.22180, -4.45657, -3.61009], [-5.07896, 2.94308, -0.02636], [1.93740, -1.00620, 1.69883], [-3.01534, 1.21348, -1.50727], [-1.71014, -3.87432, -1.29848], [2.34831, -0.21740, 2.76405], [2.21647, 1.89493, 4.15955], [3.73557, 2.09153, 4.02057], [0.25598, 0.52272, 1.09921], [2.11934, -3.61124, -3.07723], [-2.20470, 0.07768, -1.58935], [-3.18184, 4.43738, 0.60357], [2.42546, 0.15765, 5.48403], [2.33438, -2.86693, -5.69544], [-2.46986, -0.73291, -2.28422], [2.85054, -5.14254, -4.38665], [4.27157, 1.13468, 4.06256], [2.26957, -4.24925, -0.11972], [-5.50607, 2.26126, -0.77314], [4.10235, 2.72841, 4.83418], [-5.74738, 3.80985, 0.06829], [1.94438, 3.83800, 5.02990], [1.95643, -0.23583, -2.68607], [-3.14442, 3.99516, 1.60429], [0.45263, 3.15869, 4.35816], [-5.04966, 2.42721, 0.94292], [-2.31035, -4.62516, -0.79602], [-1.41097, -2.71372, 1.23937], [-3.88045, 5.28168, 0.63388], [0.73705, -2.07577, -5.82633], [0.12295, 2.33156, 2.29273], [-4.43717, 5.00809, -1.70723], [2.42381, -1.95371, 1.46608], [-0.99200, -4.25778, -2.06955], [0.87904, -3.85581, -5.73233], [3.16880, -0.56928, 3.40486], [1.07926, -4.90685, 1.40568], [3.96609, 2.58284, 3.06546], [-2.25400, -2.97644, -1.63461], [-4.20830, 3.45895, -2.55508], [4.02269, -3.83873, -4.04674], [-1.06235, -0.77676, -3.62478], [-1.33881, 2.73579, 1.01850], [2.46337, 0.14918, -1.27058], [0.84526, 0.97449, 5.58405], [3.64145, -5.03036, -2.78280], [-3.88792, 1.29863, -2.17096], [2.28236, 1.72219, 6.32115], [-2.19322, 4.82478, 0.33598], [0.00584, -3.88030, 0.77621], [1.71405, 3.81667, 3.27290], [-2.79448, 4.46202, -2.12882]],
  "atomic_forces_ev_per_a": [[-0.1760, -1.1489, -1.7518], [0.9577, 0.7159, -0.0896], [-0.5470, 0.4191, 0.1379], [-0.3383, -0.1859, 1.1619], [-0.7019, -0.8337, 0.8784], [0.8017, 1.3668, 3.0147], [0.1074, -0.0150, -0.1445], [-0.6802, 0.8150, 0.3264], [0.6347, 1.4654, 0.9128], [-0.5233, 0.3917, 0.4332], [-0.4467, 0.1223, -0.0432], [-1.3380, 0.2155, -1.6382], [0.3840, 0.1538, 1.0051], [0.0983, -0.0979, -0.1213], [0.0953, -0.1435, -0.0177], [-0.1770, -0.0864, -0.0158], [-0.0117, -0.0374, 0.5661], [0.2340, 0.0072, -0.0778], [-0.0894, -0.2646, -0.6269], [0.1919, -0.6815, 0.1086], [0.2319, -0.3044, -0.4488], [0.0907, -0.2332, -0.1463], [0.0630, -0.2038, 0.1543], [-0.6581, 0.2936, 0.1333], [0.2374, -0.4365, -0.0263], [-0.5784, -0.8364, -3.4290], [0.0454, -0.0115, -0.3871], [-0.0682, -0.3271, -0.2961], [0.0137, 0.0651, -0.1693], [1.2080, -0.7600, 1.0621], [-0.9553, 0.7568, 0.0616], [0.2231, 0.4686, 0.7050], [0.0074, -0.0734, -0.0629], [-0.1230, 0.2529, 0.0434], [-0.1142, 0.0157, -0.0988], [0.2401, 0.3541, 0.3346], [0.1807, 0.2162, 0.2054], [-0.0631, 0.3038, 0.0110], [0.8160, 0.0898, -1.2627], [0.0700, 0.1487, 0.1906], [-0.0598, -0.1492, -0.1527], [0.1784, -0.2217, -0.0520], [-0.1123, -0.0313, -0.1271], [-0.3352, -0.3283, 0.4520], [0.0279, 0.1048, -0.0600], [0.0802, 0.0914, -0.0127], [-0.0628, 0.0792, -0.2075], [0.1948, 0.2042, -0.0663], [-0.1877, 0.0004, -0.2692], [0.1732, -0.1641, 0.0259], [0.1146, -0.2191, -0.0071], [0.4179, -0.5672, -0.0199], [0.1537, -0.2598, -0.0304], [-0.1251, 0.1392, 0.1525], [-0.5787, 0.1819, 0.7126], [-0.0199, 0.1631, -0.1932], [-0.4585, 0.2500, -0.4246], [0.0619, 0.7126, -0.3606], [0.0590, -0.0973, 0.2208], [0.0691, -0.6555, 0.0545], [0.0905, 0.2198, 0.1050], [-0.2098, -0.1982, 0.0759], [0.8227, -0.6689, -0.2471], [-0.1940, -0.1005, -0.2305], [-0.4395, -0.2048, -0.1969], [0.2406, 0.0037, 0.0374], [0.0182, -0.0104, -0.2778], [0.5240, -0.0710, 0.3936], [-0.0534, -0.1212, -0.1537], [-0.0853, 0.0075, 0.1016], [0.6624, -0.0449, 0.1043], [-0.0718, 0.0177, 0.1066], [-0.2380, -0.0193, -0.0460]],
  "charge": 1,
  "lumo_ha": [-0.1375, -0.1376],
  "de_lowest_kj_mol": 0.0,
  "molar_mass_g_mol": 627.56,
  "energy_ev": -74312.0162
}

2.
{
  "formula": "C23H40N3O3PS",
  "method": "the ωB97M-V functional and the def2-TZVPD basis",
  "elements": ["S", "P", "O", "O", "O", "N", "N", "N", "C", "C", "C", "C", "C", "C", "C", "C", "C", "C", "C", "C", "C", "C", "C", "C", "C", "C", "C", "C", "C", "C", "C", "H", "H", "H", "H", "H", "H", "H", "H", "H", "H", "H", "H", "H", "H", "H", "H", "H", "H", "H", "H", "H", "H", "H", "H", "H", "H", "H", "H", "H", "H", "H", "H", "H", "H", "H", "H", "H", "H", "H", "H"],
  "positions_angstrom": [[-7.72126, 2.32589, 2.95738], [-3.58261, 3.36663, 1.16395], [-3.33928, -2.17138, -2.06017], [8.42617, -3.42725, 0.45761], [-2.56118, 3.10189, 2.20501], [-7.97175, 1.07887, 1.98915], [-6.28915, 2.81493, 2.46039], [-7.37812, -2.34407, 0.21455], [-0.67374, 0.85687, -1.05831], [-4.14012, -2.32201, 0.22542], [8.70904, -2.06836, 0.71980], [-6.67946, 0.03865, 0.16686], [-6.89313, 0.98924, 1.19685], [8.93309, -3.89779, -0.77051], [-5.31648, -0.92874, -1.61359], [6.55708, 0.94348, 1.15300], [7.68543, -1.11872, 0.12646], [-4.49461, 1.09664, -0.22211], [4.06796, 1.28959, 0.77424], [-7.76963, -0.95664, -0.10304], [5.43260, 1.01998, 0.12829], [0.51957, 1.76466, -0.71044], [-1.91442, 1.06271, -0.16881], [-3.19664, 1.10941, -0.99616], [3.01293, 1.88771, -0.17024], [1.80618, 0.99182, -0.44341], [-5.92805, 1.98369, 1.47387], [-5.51732, 0.09097, -0.52063], [-4.71554, 2.03448, 0.73889], [7.84916, 0.31523, 0.65099], [-4.52088, -2.19464, -1.23282], [8.31721, -4.73141, -1.09219], [-6.29238, -1.21651, -1.99593], [-3.73054, -3.31528, 0.40496], [6.70426, -1.50860, 0.39551], [-0.34718, -0.17866, -0.99654], [-8.14806, -2.80046, 0.68631], [-3.03643, 3.72699, -0.08129], [4.22123, 1.93608, 1.63820], [3.70346, 0.34105, 1.16753], [-5.09478, -3.07669, -1.51923], [0.29448, 2.35262, 0.17932], [-1.99260, 0.26287, 0.56351], [8.28197, 0.95883, -0.11311], [5.64922, 1.80514, -0.59600], [-2.71203, -2.80926, -1.70653], [1.63305, 0.31906, 0.39733], [6.20725, 0.39330, 2.02881], [-3.38537, -1.58468, 0.47907], [-3.17342, 1.97470, -1.66211], [3.50395, 2.08985, -1.12156], [0.69903, 2.47105, -1.52030], [-7.25811, -2.87029, -0.64221], [-3.15423, 0.24267, -1.63473], [-4.79925, -0.49192, -2.45907], [-8.07630, -0.85288, -1.14604], [-1.77235, 1.97174, 0.40934], [8.71153, -1.95356, 1.80191], [9.71187, -1.82718, 0.35352], [2.01488, 0.36428, -1.31168], [7.74557, -1.13052, -0.96035], [9.96469, -4.23735, -0.66178], [-0.96679, 1.05508, -2.08749], [5.37017, 0.07979, -0.41845], [-4.99872, -2.20300, 0.88199], [8.55994, 0.29122, 1.47888], [6.76307, 1.96305, 1.48141], [8.90055, -3.12876, -1.54359], [-8.62679, -0.66947, 0.49393], [2.67587, 2.84857, 0.21476], [-4.46373, 4.40484, 1.48147]],
  "atomic_forces_ev_per_a": [[-0.2188, -0.0638, 0.1138], [0.3163, -0.0743, 0.3370], [-0.1162, 0.0500, 0.1299], [-0.2060, -0.0902, 0.0412], [-0.1110, 0.0806, 0.0625], [-0.0499, -0.0347, -0.0467], [0.1663, 0.0259, -0.0613], [-0.3978, 0.0279, -0.1416], [-0.0812, 0.3329, 0.1304], [-0.0260, -0.0785, 0.0699], [0.1928, -0.0296, -0.1164], [-0.5186, 0.0252, 0.4251], [-0.2209, 0.1149, 0.2903], [-0.0163, 0.1299, 0.0458], [0.1170, 0.0312, -0.0027], [-0.1278, 0.0941, -0.0518], [-0.1115, 0.0621, 0.0032], [-0.0619, -0.4534, -0.3694], [0.1904, -0.0820, -0.0348], [-0.1033, -0.1352, -0.1388], [-0.1814, -0.0666, 0.0761], [0.1003, -0.1333, 0.0956], [0.2738, 0.1388, -0.0233], [-0.0539, -0.2748, -0.0686], [0.2017, -0.1478, -0.0358], [-0.1111, 0.0244, -0.1083], [-0.0200, 0.1716, 0.1502], [0.8617, 0.1441, -0.3642], [0.0281, 0.4007, 0.2644], [0.0268, -0.1407, 0.0080], [0.3685, 0.0004, -0.2090], [-0.0467, -0.1216, -0.0082], [-0.0185, -0.0603, -0.0035], [0.1275, -0.0857, 0.0351], [-0.1315, -0.0333, 0.0277], [-0.0660, -0.1916, -0.1466], [0.0275, -0.0003, 0.1424], [-0.1715, 0.1467, -0.0755], [-0.0529, 0.1305, 0.0628], [-0.0725, -0.0643, 0.1746], [-0.1803, -0.0575, -0.0472], [-0.0481, 0.1218, 0.0636], [-0.0248, -0.0963, 0.1673], [0.1141, 0.0245, -0.1125], [0.1128, 0.0634, -0.1187], [0.0199, -0.0490, -0.0067], [-0.0057, -0.0664, 0.1200], [-0.0375, -0.0982, 0.0831], [0.1311, 0.1794, 0.0937], [0.0024, 0.1324, -0.0311], [-0.0363, 0.2208, -0.1398], [-0.0060, 0.1506, -0.0614], [0.1593, -0.0075, -0.0099], [-0.0805, -0.2669, -0.3127], [0.0863, 0.1134, -0.1632], [-0.0973, -0.0250, -0.0442], [0.0125, -0.0893, 0.0447], [0.0170, -0.0373, 0.1432], [0.1485, 0.0973, 0.0623], [0.0428, -0.1938, -0.0027], [-0.0642, -0.0866, -0.1300], [0.1381, -0.0198, 0.0000], [0.0273, -0.1769, -0.2025], [0.0155, -0.0463, -0.2221], [-0.0254, 0.0122, -0.0626], [0.1093, 0.1407, 0.0620], [0.0447, 0.0523, 0.2139], [-0.0301, 0.0686, -0.1044], [-0.1147, -0.0415, 0.1342], [-0.0777, 0.0907, 0.0754], [-0.0586, 0.1198, -0.1715]],
  "lumo_ha": -0.0242,
  "molar_mass_g_mol": 469.63,
  "energy_ev": -55236.2512
}

3.
{
  "formula": "C23H40N4O5Ru",
  "method": "the ωB97M-V functional and the def2-TZVPD basis",
  "elements": ["Ru", "O", "O", "O", "O", "O", "N", "N", "N", "N", "C", "C", "C", "C", "C", "C", "C", "C", "C", "C", "C", "C", "C", "C", "C", "C", "C", "C", "C", "C", "C", "C", "C", "H", "H", "H", "H", "H", "H", "H", "H", "H", "H", "H", "H", "H", "H", "H", "H", "H", "H", "H", "H", "H", "H", "H", "H", "H", "H", "H", "H", "H", "H", "H", "H", "H", "H", "H", "H", "H", "H", "H", "H"],
  "positions_angstrom": [[-0.36290, -0.56630, -2.12297], [2.68179, -1.37051, -3.07600], [-1.68483, -2.41412, -1.04190], [-2.29396, -0.53770, -4.33421], [0.23270, 1.31071, -2.75579], [1.39212, 3.39793, -1.35854], [0.76749, -1.01362, -0.37659], [-1.11070, 0.82861, -0.64361], [1.30197, -1.26123, -3.33111], [-1.02687, -0.96219, -3.88162], [0.78975, -2.18706, 4.54769], [0.68024, -0.95094, 2.01061], [-2.08077, 3.80627, 2.36325], [1.42198, -2.20120, -0.32276], [0.99310, -1.92103, -4.44350], [-0.86532, 1.64892, 1.60535], [2.85847, -3.27928, 3.65104], [0.35574, -0.39961, 0.76594], [-0.54784, 0.73201, 0.58574], [-2.33208, 2.74075, 0.07735], [-1.23658, -2.24852, -5.85662], [0.60678, -4.29382, 3.22520], [-0.38940, -1.75277, -4.77039], [-3.57546, 3.71008, 2.70531], [-1.81301, 5.17952, 1.73118], [-1.25533, 3.67689, 3.64595], [2.71074, 3.19832, -1.05763], [2.04007, -2.73521, -5.10459], [1.28141, -2.20315, 2.07478], [-1.73877, 2.70087, 1.34326], [-1.97776, 1.82897, -0.90790], [1.70755, -2.80179, 0.88565], [1.38021, -2.98002, 3.38169], [2.96596, -3.84807, 4.58021], [1.02521, -4.92310, 2.43305], [-0.26338, -1.95765, 4.35457], [1.62844, -2.68923, -1.27455], [-3.85737, 4.49437, 3.41652], [0.62566, -4.85801, 4.16161], [2.20358, -3.76786, 0.88824], [3.31079, -3.85349, 2.83474], [-2.64538, -2.30993, -1.00068], [1.02398, 4.29081, -1.43603], [3.45474, 3.33739, -1.88507], [0.33535, -0.42410, 2.89472], [2.44263, -3.52597, -4.45874], [0.52399, 1.54050, -3.64940], [-1.55576, -3.35059, -0.81744], [-3.06076, 3.50994, -0.15970], [-2.06804, -1.56396, -6.00416], [-2.37910, 1.89257, -1.92146], [2.65436, 2.07201, -0.91693], [1.59048, -3.25033, -5.95989], [-2.02315, 5.97855, 2.44935], [-2.44526, 5.34415, 0.85328], [-4.19115, 3.82751, 1.80658], [-3.80636, 2.73734, 3.15564], [-1.51277, 4.48344, 4.34110], [-0.18383, 3.74975, 3.43457], [-0.35731, 1.52314, 2.55847], [1.34436, -1.25405, 4.69025], [0.77110, 1.96177, -2.25637], [-1.66621, -3.22128, -5.59170], [2.92024, -0.69291, -2.41314], [-1.45549, 2.72728, 4.15084], [3.41676, -2.34074, 3.75136], [-0.68599, -2.35889, -6.78919], [-2.58552, 0.16111, -3.70980], [3.05798, 3.62163, -0.10612], [-0.43870, -4.08670, 2.97117], [-0.76443, 5.26935, 1.42451], [0.85288, -2.77705, 5.46648], [2.88699, -2.14844, -5.48109]],
  "atomic_forces_ev_per_a": [[-0.0475, -1.1276, 1.5618], [0.9016, 0.2186, 0.5756], [-0.6286, -0.7734, 0.4676], [-1.1659, 0.6115, 0.4686], [1.5591, 3.3111, -1.3409], [-2.5838, 0.8200, -0.7805], [0.2183, -0.6609, 1.5510], [-0.2292, 0.8678, 1.3708], [1.3662, 0.1486, 0.2394], [-1.2432, -0.3752, -2.4483], [0.0739, -0.0745, -0.0962], [-0.5294, 0.3521, -0.5252], [-0.0317, -0.1577, -0.0269], [-0.3779, 0.7797, 0.5289], [-1.1407, 0.0841, 0.0194], [0.4708, -0.3290, -0.5007], [0.1853, 0.1086, 0.0949], [1.3033, -1.6702, -0.2311], [-1.1776, 1.2481, -0.2549], [0.0119, -0.0461, -0.5354], [0.1689, -0.8973, -1.1027], [-0.2112, -0.0462, -0.1338], [0.6447, 0.6256, 0.6786], [-0.0949, -0.1850, 0.0069], [0.1654, 0.0312, -0.1509], [-0.0068, -0.0276, -0.0508], [1.9086, -2.5723, 0.3038], [-0.2885, -0.8008, -1.1797], [-0.0252, -0.0344, 0.2591], [-0.0860, 0.1146, 0.3367], [0.3075, -0.1976, 1.0461], [-0.1885, -0.0145, -0.1557], [0.2985, 0.0589, -0.0030], [0.0175, 0.0507, -0.1376], [-0.0353, 0.0589, 0.1610], [0.0944, 0.0002, 0.1636], [0.1780, 0.3327, 0.1623], [0.0812, -0.1111, -0.1214], [0.0340, 0.0489, -0.0953], [-0.1272, 0.1339, 0.0295], [-0.0708, 0.0483, 0.1928], [0.0756, 0.1083, -0.1179], [0.7875, -0.1003, 0.0925], [-0.7632, 0.4404, 0.5888], [0.0960, -0.3278, -0.0744], [-0.0786, 0.3281, 0.0733], [-0.2653, -0.6404, -0.4248], [0.1619, 0.2630, -0.1348], [0.1430, -0.0909, -0.0082], [0.2196, -0.1861, -0.2633], [0.1386, -0.0756, 0.3318], [0.9073, 1.0625, 0.1889], [0.1178, 0.0746, 0.0071], [-0.0031, -0.1539, -0.0645], [0.1058, 0.0389, 0.1163], [0.0402, -0.0138, 0.1831], [-0.0168, 0.1629, -0.0591], [0.0084, -0.1345, -0.1482], [-0.0712, -0.0290, 0.0569], [-0.2203, 0.2744, -0.1525], [-0.1185, -0.0760, 0.1256], [-0.5103, 0.1948, 0.5927], [0.0281, -0.0011, -0.0988], [-0.5641, -0.3974, -0.4899], [0.0488, 0.0819, 0.0036], [-0.0128, -0.1800, 0.0317], [-0.0108, -0.1095, -0.0518], [0.5065, -0.7232, -0.5181], [-0.1418, 0.2040, -0.3527], [0.0757, -0.0786, 0.0580], [-0.1237, 0.0173, 0.0264], [0.0003, 0.1148, -0.1078], [-0.2598, -0.0007, 0.2422]],
  "charge": 1,
  "multiplicity": 6,
  "lumo_ha": [-0.1118, -0.1191],
  "de_lowest_kj_mol": 0.0,
  "molar_mass_g_mol": 553.67,
  "energy_ev": -43268.7455
}